1.
Here is a molecular structure, C25H21F4N6NaO4S2 at a distorted geometry from OMol25. Energies are from ωB97M-V/def2-TZVPD.

F_max	0.0205	hartree/bohr
HOMO level	-0.26	eV
molecular weight	632.597	g mol⁻¹
DFT total energy	-2952.89441	Eh
energy above the lowest of the compared OMol25 structures with the same formula, charge and spin	73.9	kcal/mol
net charge	-2

```
63
Properties=species:S:1:pos:R:3:forces:R:3:mulliken_charge:R:1
O -0.488312 0.082648 2.408605 0.1252 -0.7011 0.4014 -0.26
H -3.948235 -3.664326 1.659082 0.0229 -0.0182 0.0234 0.30
C -0.145929 0.429908 -4.951791 0.1688 0.0048 0.0716 -0.38
C -3.259456 -3.110728 1.020174 -0.0452 0.0956 -0.0564 -0.90
O -2.042814 2.914380 0.376078 -0.3622 0.3415 0.1143 -0.75
H -2.287437 0.509908 -5.206039 0.0242 -0.0049 -0.0201 0.37
F -1.126223 -4.178435 3.698251 0.0490 0.0286 -0.0121 -0.46
C -3.951320 -0.902269 1.942686 -0.0108 0.1753 -0.0095 -0.27
H -3.505202 1.036263 -0.445227 -0.2584 0.0687 -0.1643 0.28
S -3.427120 -1.614481 -1.870479 -0.0849 0.1096 0.4383 -0.51
N -3.830745 0.252134 0.097610 -0.0187 0.2481 0.1410 0.14
C -1.560831 4.372605 2.147376 0.0854 0.0684 -0.0581 0.88
F -2.119010 5.120963 3.114746 -0.0719 0.0315 0.0926 -0.30
N 3.169269 2.011619 2.375593 0.0816 -0.1352 -0.0289 -0.46
H -3.946119 -1.265703 2.953777 -0.0076 -0.0287 -0.0114 0.42
H 3.814955 1.626363 3.040713 -0.0103 -0.0228 0.0269 0.24
C 2.955840 1.737689 -2.172980 -0.3174 -0.2015 0.2047 0.13
O -3.769007 3.633534 1.637321 0.0201 0.0610 0.0762 -0.73
H 4.027448 0.353873 -0.937696 -0.0033 0.0144 -0.0003 0.41
C 0.406066 -0.845571 3.064017 0.1278 0.0747 -0.0327 -0.52
H 0.294815 -4.575127 1.560469 -0.0031 -0.0090 -0.0333 0.37
H -3.212968 -3.564180 0.033671 -0.0272 0.0016 -0.0066 0.30
H 1.915722 0.448794 -4.306625 0.0054 0.0018 -0.0159 0.51
H 6.252783 1.181061 -1.631805 0.0199 0.0118 -0.0197 0.39
N -0.705180 1.142313 -2.319586 -0.0343 0.0943 -0.1542 0.10
C 0.880775 0.600586 -4.032160 -0.1440 -0.0445 -0.1529 -0.79
H 0.883585 -0.194148 3.812870 -0.0151 -0.0029 0.0103 0.36
F -0.661956 3.571965 2.743262 0.0539 -0.0447 0.0308 -0.23
O -1.167777 -0.673012 1.345225 -0.1998 -0.7424 0.3673 -0.64
F -0.859340 5.232847 1.369116 0.0115 0.0403 -0.0274 -0.30
H 2.155980 3.219377 -3.493135 -0.0029 0.0011 0.0040 0.50
N 1.297307 1.100676 -0.493152 0.6677 0.2832 0.5372 0.60
C 3.058043 2.774729 -3.091072 0.1376 0.1047 -0.0731 -0.14
C -0.328836 -3.194366 3.123556 -0.1589 -0.2036 0.0482 0.40
H 6.430679 3.040005 -3.261477 -0.0075 0.0045 -0.0057 0.36
C 1.623294 1.240945 -1.718746 -0.2427 -0.1207 -0.4693 -0.03
H -4.122934 1.313537 1.938601 -0.0169 -0.0159 0.0197 0.43
C 4.113632 1.166009 -1.649853 0.1599 0.0399 -0.0778 -0.09
C 1.435795 -1.396964 2.124742 0.0433 -0.0490 -0.1308 0.23
H 0.076494 0.133581 -5.970188 -0.0170 0.0027 -0.0069 0.39
C 5.359201 1.632187 -2.045400 -0.1045 -0.0330 0.0267 -0.77
C 2.620394 1.135368 1.460994 0.0521 0.5649 -0.3130 0.59
H 2.001766 -2.905061 0.732689 0.0024 0.0113 0.0108 0.30
H -0.894437 -1.818325 4.612512 0.0303 0.0212 0.0193 0.38
C 0.401679 -3.589493 1.986775 0.0566 0.2341 0.1206 -0.55
H 3.304563 2.955623 2.054384 0.0110 0.0209 0.0121 0.23
C 0.552329 0.968044 -2.733535 0.4037 0.0626 0.4348 -0.02
C -2.585786 3.553509 1.305126 -0.2088 -0.0306 -0.2652 0.32
C -1.674755 0.981775 -3.209457 0.0750 -0.1128 0.0621 -0.18
C -3.638183 -1.035622 -0.269022 0.1849 -0.0018 -0.5501 -0.13
C -1.445880 0.637370 -4.537948 -0.1696 -0.0066 0.0131 -0.87
H -2.686589 1.105457 -2.847310 0.0025 0.0228 -0.0207 0.45
C -0.304765 -1.985179 3.718248 -0.0621 0.0358 -0.0391 -0.87
C 1.315082 -2.641655 1.533811 0.0369 -0.0725 -0.0782 -0.44
C -4.024159 0.352253 1.465402 0.0929 -0.1413 -0.0219 -0.62
H 4.374140 4.065531 -4.188207 0.0161 -0.0001 -0.0053 0.37
N 2.125966 1.700197 0.420901 -0.4002 -0.1701 -0.0318 -0.74
S 2.949451 -0.556721 1.896245 -0.1139 -0.2017 0.1874 -0.40
Na -0.826491 1.178277 0.615258 0.3882 0.5460 -0.8106 1.10
N -3.725483 -1.745955 0.868641 -0.0551 -0.2595 0.1688 0.29
H -2.261120 -3.073090 1.456085 0.0409 -0.0152 0.0057 0.26
C 4.305968 3.247569 -3.481323 -0.1215 -0.0492 0.0347 -0.69
C 5.455955 2.674542 -2.959390 0.0981 0.0118 -0.0008 -0.36
```
Positions in Å, forces in eV/Å.

***

2.
Here is 2 unconnected molecules or ions with the total composition C25H21N2O at a distorted geometry from OMol25. Energies are from ωB97M-V/def2-TZVPD.

F_max	0.0738	hartree/bohr
HOMO level	-10.77	eV
molecular weight	365.456	g mol⁻¹
DFT total energy	-1149.70963	Eh
energy above the lowest of the compared OMol25 structures with the same formula, charge and spin	5.6	kcal/mol
net charge	+1

```
49
Properties=species:S:1:pos:R:3:forces:R:3:mulliken_charge:R:1
H 0.744055 -3.281920 -4.124342 -0.1831 0.4062 -0.1430 0.42
H -4.390299 -0.801920 1.521218 -0.0214 -0.0438 0.1002 0.31
H -0.792984 0.608079 -5.295588 0.2494 -0.1682 0.2284 0.41
H 0.135181 1.626414 -3.210734 -0.0960 -0.2783 -0.2300 0.34
H 1.250603 4.599245 -0.999491 0.1529 -0.2809 0.1754 0.40
O -1.968177 2.688000 2.653993 -0.3916 -0.5663 -0.1740 -0.68
N 0.441001 0.356443 3.012191 -3.7670 0.0281 -0.4538 -0.83
C 1.919115 -1.281154 -0.634508 -0.1743 -1.1370 -0.5432 0.17
C -0.090399 -1.384485 -4.856368 -0.1280 0.6923 0.2799 -0.63
C 0.549584 -2.223232 -3.932555 0.2100 0.0816 0.8696 -0.47
H -5.006234 0.545010 4.202592 0.1178 -0.0622 -0.1509 0.32
C 0.791819 -0.273177 -2.421238 -0.3211 -1.2471 -0.6966 0.55
C 3.814861 2.633800 0.108706 -0.1786 -0.1010 0.0092 -0.85
C 2.141251 -3.590175 -1.459993 -0.5336 0.6991 -0.3016 -0.41
H 3.548982 4.772197 -0.034103 -0.1238 -0.2318 -0.0923 0.41
C -2.830694 -0.865270 3.008482 -0.1001 -1.2259 0.3864 -0.58
H 2.687412 -0.857997 1.330211 0.0295 -0.3383 -0.0737 0.59
H 3.526944 -3.204796 1.647088 -0.1786 0.0738 -0.2914 0.43
C 1.970229 1.267910 -0.726907 -0.2403 0.1061 0.2450 0.69
H -4.497921 2.645558 3.192487 0.3848 -0.1012 -0.2550 0.30
C -2.047678 0.339283 2.618388 1.6207 0.7529 0.6988 0.00
H -5.976986 0.602126 2.741711 0.1038 -0.0416 0.1276 0.30
C -4.311900 -0.760184 2.615109 0.1253 0.2532 -0.1640 -0.67
H 0.213603 2.368398 -1.335412 0.3008 0.1429 0.1360 0.61
N -0.699527 0.354024 2.874480 1.3325 -0.1121 -0.2744 0.85
C 1.474028 -0.013325 -1.164598 0.9519 0.2818 -0.0829 0.33
H -0.443561 -1.799801 -5.800439 0.0901 0.2122 0.2291 0.42
H -2.400089 -1.767594 2.548244 -0.1146 0.1654 0.1490 0.32
C -2.655659 1.670115 2.627748 0.4238 1.0667 0.1691 0.60
H 3.831066 0.481509 0.077518 -0.1038 0.3700 -0.1920 0.61
C -0.275087 -0.019300 -4.568046 0.0183 -0.3790 -0.1853 -0.98
C -4.946277 0.537850 3.106236 -0.0005 -0.0896 0.0857 -0.67
H 4.807709 2.701028 0.557798 -0.3253 -0.0074 -0.2029 0.42
C 1.813536 3.696820 -0.756292 -0.1794 -0.1643 0.0663 -0.89
H 3.202134 -4.914811 -0.127810 -0.0621 0.3056 0.0139 0.42
H -2.768803 -1.006778 4.101810 -0.0402 -0.0394 -0.2374 0.29
C 1.648792 -2.302082 -1.612534 1.0067 -0.1781 1.2846 0.21
C 0.939087 -1.683091 -2.716766 -0.5176 1.1727 -0.9546 0.16
C 3.103966 3.795286 -0.218677 -0.1117 -0.3873 0.0145 -0.35
C 2.562659 -1.614516 0.555327 -0.0241 -0.0055 -0.0208 -0.15
C -4.185342 1.766898 2.612220 -0.0541 -0.0580 -0.1930 -0.46
C 3.013099 -2.929597 0.724995 -0.0036 -0.3813 -0.1845 -0.85
H 1.981241 -4.313172 -2.262651 0.1349 0.0432 0.4183 0.42
C 3.257022 1.383623 -0.136596 0.0033 -0.0163 0.0317 -0.36
C 2.825108 -3.902712 -0.276297 0.0589 0.5401 0.5037 -0.65
H -4.869257 -1.608957 3.022213 0.2150 0.0043 -0.0998 0.32
C 1.239420 2.449303 -0.976769 0.1818 0.3501 -0.2299 -0.31
H -4.482179 1.956806 1.567558 0.2273 0.0404 0.1955 0.26
C 0.205549 0.554326 -3.379595 0.0353 -0.1468 0.0092 -0.12
```
Positions in Å, forces in eV/Å.

***

3.
Here is C25H21N3O6S in the gas phase at a distorted geometry from OMol25. Energies are from ωB97M-V/def2-TZVPD.

F_max	0.0257	hartree/bohr
HOMO level	-8.32	eV
molecular weight	491.525	g mol⁻¹
SMILES string	Cc1ccc(S(=O)(=O)N(C(=O)c2ccncc2)c2ccc3oc4c(c3c2)CCCC4)cc1[N+](=O)[O-]
DFT total energy	-1979.08125	Eh
energy above the lowest of the compared OMol25 structures with the same formula, charge and spin	45.6	kcal/mol
net charge	0

```
56
Properties=species:S:1:pos:R:3:forces:R:3:mulliken_charge:R:1
H -2.042907 -0.513631 2.402797 -0.0803 -0.0737 -0.0318 0.49
H -0.104849 3.720522 1.196603 -0.0283 0.0190 0.0698 0.64
N -2.314379 4.776934 2.072273 0.1528 0.1821 0.1311 1.21
C 1.452807 -3.018377 -1.969686 0.5807 0.3274 -0.1128 0.06
N -1.287430 2.253849 4.135983 -0.1701 0.3889 0.3633 -0.55
C 1.503402 -1.064518 -0.629917 0.3755 -0.3245 -0.3425 -0.56
H -0.482970 -5.144122 -1.551775 -0.0672 0.0057 -0.0025 0.35
C 3.444309 -1.593616 -1.968353 0.1149 -0.2566 -0.2403 -1.63
C 2.181795 -4.557405 -3.403281 -0.8903 -0.1518 0.3522 0.43
C 0.480783 -0.608876 1.514934 -0.2632 0.1347 0.7678 0.39
C -0.819700 1.997023 0.167016 0.2931 -0.0788 -0.2464 -0.11
C -2.246135 3.566160 1.274935 0.2294 -1.0266 -0.7967 -0.75
C 0.899874 -6.328874 -4.499658 0.0987 -0.0887 0.1842 -0.75
H -4.047614 1.128107 -0.193641 -0.0883 -0.0401 -0.0037 0.38
C -0.972007 3.149736 0.900710 0.0616 0.2510 0.1178 -0.09
C 0.149879 -6.441225 -3.171413 -0.1859 0.1127 -0.1423 -0.85
O 3.194695 -3.654496 -3.280623 0.4400 -0.0239 -0.2104 -0.54
H 0.757307 -7.012739 -2.467098 -0.0054 -0.0699 0.0571 0.34
H 1.684653 1.575763 2.738627 0.0832 0.0486 0.0005 0.42
C -0.135855 -5.056792 -2.583471 0.0698 -0.0860 -0.0143 -0.45
C 2.300606 -5.746549 -4.286653 0.1517 0.1448 -0.0475 -0.69
C 2.799683 -0.773884 -1.065184 -0.1455 -0.2355 0.0934 0.25
C 0.809035 -2.171480 -1.072780 0.1629 -0.0128 -0.1301 0.29
O 0.544524 -1.770416 1.840972 -0.0240 0.1165 -0.1100 -0.57
H 2.759772 -5.467513 -5.237185 0.0296 -0.0223 0.0021 0.33
C -1.985316 1.248948 3.635885 -0.1016 -0.3283 -0.1882 -0.54
H 0.979923 -7.311003 -4.967500 -0.0081 0.0372 -0.0564 0.35
N 0.895603 -0.154664 0.288988 0.1672 0.4574 -0.9134 0.26
H -3.022994 1.201274 3.939565 -0.1178 -0.0812 -0.0357 0.46
C -3.184921 1.695961 0.120296 0.2001 0.0580 -0.0297 -1.15
C 1.106441 -4.234279 -2.638861 0.4018 -0.2766 -0.4179 0.42
H -5.471244 2.434039 1.007829 -0.0145 -0.0829 -0.0332 0.41
H 3.281894 0.113705 -0.687218 0.1448 0.0649 0.0175 0.56
H 2.951043 -6.489867 -3.814687 0.0385 -0.0052 -0.0523 0.27
O -1.270346 5.208288 2.502376 0.3357 0.2290 0.2100 -0.63
C 2.760673 -2.714449 -2.409813 -0.7831 0.3658 0.6510 -0.27
S 0.825381 1.452281 -0.289268 -0.6762 0.3920 -0.0242 1.67
C -1.923350 1.274427 -0.251858 -0.0196 0.0671 -0.0962 -0.49
H 4.440782 -1.376277 -2.316287 0.1248 0.0501 -0.0334 0.44
H 0.337596 -5.678784 -5.172734 -0.0232 -0.0026 -0.0807 0.31
H -0.926654 -4.562778 -3.157240 -0.0754 -0.0252 0.0566 0.28
C -4.768195 3.207495 1.304646 -0.3088 0.0850 0.0524 -1.54
H 0.522882 3.172405 4.273616 0.1519 0.0549 -0.0120 0.40
H -0.187932 -2.383917 -0.721301 -0.1159 0.0030 0.0704 0.54
O 0.881666 1.355807 -1.711073 -0.1588 -0.2009 -0.0435 -0.71
H -0.788318 -6.978145 -3.320290 0.0237 -0.0539 0.0503 0.35
C -1.446922 0.301863 2.781718 0.2670 0.0484 0.0446 -0.49
C -0.109164 0.428869 2.413997 -0.1752 -0.0649 0.7887 0.34
H -5.058588 4.149594 0.842006 -0.0628 -0.0135 0.0261 0.36
O 1.795226 2.253016 0.386632 0.0009 0.0352 0.2277 -0.66
C -0.006597 2.343699 3.824927 0.3077 -0.0765 -0.0613 -0.54
C -3.383976 2.835842 0.902832 0.2438 0.2101 0.0707 1.31
O -3.395335 5.289417 2.250482 -0.3779 0.2139 0.0736 -0.66
H -4.831801 3.362477 2.380036 -0.0755 -0.0138 0.0071 0.36
C 0.639477 1.458127 2.971247 -0.1341 -0.2165 0.1101 0.02
H -1.779830 0.393407 -0.857398 -0.0750 -0.1701 -0.0867 0.50
```
Positions in Å, forces in eV/Å.

***

4.
Here is a molecular structure, C25H21N8PdS at a distorted geometry from OMol25. Energies are from ωB97M-V/def2-TZVPD.

F_max	0.0196	hartree/bohr
HOMO level	-16.22	eV
molecular weight	571.986	g mol⁻¹
DFT total energy	-1928.28870	Eh
energy above the lowest of the compared OMol25 structures with the same formula, charge and spin	7.6	kcal/mol
net charge	+3

```
56
Properties=species:S:1:pos:R:3:forces:R:3:mulliken_charge:R:1
H -0.253122 0.382098 -2.807200 -0.0686 -0.0450 0.0189 0.57
C 5.648250 0.019655 -0.280410 -0.0412 -0.0508 0.0030 -0.84
C -3.881911 0.388460 0.273343 -0.1276 -0.0677 0.0764 0.12
H 5.361489 0.525396 -1.199832 0.0059 0.0227 0.0101 0.37
N 1.044491 -2.725230 -0.535746 -0.3758 0.0009 0.4564 -0.23
N 3.338622 -2.719281 -0.032794 -0.0772 0.0119 0.1323 0.29
H -1.697874 2.009548 -3.779376 0.0347 0.0447 -0.0036 0.47
N 0.279475 2.016609 1.324207 -0.1159 0.0278 0.6198 -0.52
C 0.863043 -5.435332 0.034950 -0.0045 -0.0112 0.0092 -0.53
H 0.790702 -6.484143 0.289927 0.0035 -0.0022 -0.0021 0.46
C -2.242843 -1.612717 0.830231 0.0014 0.0177 0.0176 -0.43
H -3.513105 3.668044 3.167944 0.0221 -0.0177 0.0123 0.55
C 2.031442 -4.742180 0.292829 -0.0539 0.0155 -0.0670 -0.67
C 3.595507 -1.389048 -0.135085 -0.0549 0.1388 -0.0595 0.35
H 1.146582 4.908636 0.293543 -0.0079 -0.0057 -0.0308 0.26
C 1.014488 3.009747 1.517862 -0.0958 0.3127 -0.5616 -0.42
H -4.563836 1.204269 0.058645 0.0146 0.0043 -0.0050 0.50
S 2.615609 0.037573 -0.180362 0.2093 0.0531 -0.1773 -0.37
C -0.123859 1.158972 -0.896334 -0.2465 0.5148 0.2548 -0.77
N -4.437509 -0.802768 0.471090 0.0818 0.1118 -0.0203 -0.51
C -2.515724 0.601960 0.355431 0.0298 0.0652 0.0579 -0.50
C -2.045708 2.097954 0.405394 -0.0060 0.0399 -0.1028 2.47
H -1.581228 -2.438660 1.052158 -0.0108 -0.0009 -0.0023 0.85
H -4.642238 4.925508 1.345489 -0.0004 0.0023 0.0001 0.50
H -4.222747 4.455027 -1.001451 -0.0132 -0.0039 0.0022 0.50
C -3.623489 -1.791454 0.789634 0.0356 -0.1004 0.0369 -0.71
H -1.899369 1.896090 2.598385 0.0383 0.0392 0.0018 0.59
H 2.870980 -5.241865 0.749913 -0.0048 0.0017 0.0080 0.38
Pd 0.424596 -0.468856 -0.011394 0.3565 -0.8025 -0.4968 0.35
C -3.699670 3.886717 -0.243451 -0.0161 -0.1381 -0.0381 -1.03
C -0.521826 2.240707 0.153762 0.1906 -0.1113 0.0704 3.14
H 1.777165 3.207597 2.258327 -0.0352 0.0070 0.0383 0.49
C 5.532318 -2.487064 -0.099641 -0.0377 -0.0218 -0.0067 -0.55
H 6.709998 -0.204145 -0.301967 0.0057 0.0231 -0.0068 0.31
C 4.557441 -3.403402 -0.021366 0.0392 0.0038 0.0050 -0.32
N 4.926891 -1.248236 -0.171945 0.0211 -0.0521 -0.0014 0.18
N 0.709066 3.993958 0.448915 0.1396 -0.2369 0.2553 -0.17
H -0.875597 -2.866336 -1.269437 0.0000 0.0007 0.0132 0.70
H -4.059990 -2.759812 1.002092 -0.0072 0.0069 -0.0019 0.43
N -1.677090 -0.429487 0.584857 -0.2424 0.0534 -0.2723 -0.26
H 6.602076 -2.597348 -0.127240 -0.0008 -0.0271 0.0032 0.45
H 5.426228 0.644727 0.581715 0.0079 0.0171 -0.0083 0.36
N -0.169388 3.589873 -0.314942 -0.1157 -0.1084 -0.0996 -0.20
C -2.546216 2.794670 -2.049478 0.0964 -0.0702 -0.0028 -0.99
C -0.624923 1.152555 -2.138763 0.3027 -0.0086 -0.0345 -1.27
C 2.085149 -3.401251 -0.062727 0.1992 0.1515 -0.1232 0.84
C -0.068432 -3.428409 -0.815294 0.0226 -0.0054 0.0033 -0.43
C -1.626282 2.021060 -2.696529 -0.1094 0.1260 -0.0378 -0.72
C -0.197736 -4.778157 -0.576186 0.0175 -0.0086 -0.0086 -0.72
C -2.768091 2.924373 -0.657324 -0.0344 0.0669 0.0239 0.67
C -3.932086 4.149321 1.082669 0.0144 0.0334 0.0621 -0.65
H -1.104052 -5.299821 -0.848359 -0.0001 -0.0019 -0.0012 0.45
H 4.617566 -4.474177 -0.006676 0.0326 0.0051 0.0079 0.43
C -3.268681 3.439070 2.139676 -0.0864 -0.0144 -0.0827 -0.92
H -3.203201 3.390878 -2.670891 0.0029 -0.0004 -0.0076 0.47
C -2.381334 2.488130 1.829222 0.0643 -0.0070 0.0623 -0.75
```
Positions in Å, forces in eV/Å.

***

Which value of energy above the lowest of the compared OMol25 structures with the same formula, charge and spin does entry 4 give? 7.6 kcal/mol

***

Among the records above, which one has the highest molecular weight? C25H21F4N6NaO4S2